# 1
C33H32F2N | ωB97M-V/def2-TZVPD

Results
Multiplicity: 1
Charge: +1
Orbital gap, eV: 3.622
Energy above the lowest of the compared OMol25 structures with the same formula, charge and spin, kcal per mole: 48.2
HOMO, eV: -9.9
E, eV: -41655.448

Geometry as XYZ:
```
68
Properties=species:S:1:pos:R:3:forces:R:3
F 6.0979 -3.8078 -3.1786 -1.3 0.8 -0.4
C 4.9746 -3.1466 -3.6208 0.8 -0.4 0.6
C 4.7174 -3.1452 -4.9906 -0.6 0.4 0.3
C 3.5706 -2.4677 -5.4353 0.2 -0.2 0.0
C 2.7392 -1.8115 -4.5384 -0.1 0.3 0.3
C 3.0067 -1.8194 -3.1453 0.5 -0.3 -0.3
C 2.1338 -1.0992 -2.2510 0.3 0.2 0.4
C 2.1457 -1.2175 -0.8633 -0.7 -0.3 0.4
C 1.4676 -0.3387 0.0283 5.0 1.0 -1.4
C 2.0913 -0.1459 1.3418 -0.2 -0.6 0.5
C 2.7078 -1.2523 1.9907 0.1 0.2 0.6
C 3.1932 -1.0983 3.2876 0.2 -1.0 -0.3
F 3.7260 -2.1974 3.9210 -0.5 1.3 -0.7
C 3.1487 0.1175 3.9644 -0.3 0.2 -0.5
C 2.6089 1.2240 3.2920 0.2 0.0 -0.1
C 2.0961 1.1051 2.0014 -0.1 -0.1 -0.3
C 4.1601 -2.5166 -2.6868 -0.1 -0.1 -0.3
H 5.3821 -3.6554 -5.6833 -0.1 0.1 0.2
H 3.3334 -2.4570 -6.4981 0.1 0.0 0.3
H 1.8527 -1.2789 -4.8897 0.3 -0.2 0.0
H 1.4951 -0.3424 -2.7226 0.1 -0.4 0.2
H 2.7766 -1.9985 -0.4294 -0.2 0.3 -0.3
H 1.0650 0.5483 -0.4558 -0.6 -0.5 0.3
H 2.7779 -2.2326 1.5113 -0.1 0.3 0.4
H 3.5367 0.1960 4.9743 -0.1 0.0 -0.1
H 2.6037 2.2052 3.7738 0.0 -0.4 -0.1
H 1.7541 1.9925 1.4546 0.0 -0.4 0.5
H 4.4201 -2.5399 -1.6291 0.1 -0.1 -0.4
C -3.9673 5.6558 0.0542 0.0 -0.2 0.6
C -4.0256 5.1577 1.3470 -0.1 0.4 -0.6
C -3.3246 3.9857 1.7096 0.5 -0.5 -0.4
C -3.4093 3.4400 3.0147 0.3 -0.6 0.4
C -2.7589 2.2561 3.3403 -0.6 0.9 -0.3
C -1.9834 1.5978 2.3715 0.3 0.4 -0.3
C -1.8257 2.1223 1.0948 -0.2 0.0 0.3
C -0.8970 1.3977 0.1370 0.5 0.2 0.2
C -1.4792 0.0286 -0.2282 -0.4 0.3 0.4
C -1.1113 -0.8645 -1.3911 0.2 -0.2 -0.9
C -1.4680 -2.3204 -0.9852 0.2 0.0 0.5
C -0.4840 -2.8215 0.1043 -0.1 -0.8 -0.5
C -0.5575 -1.8832 1.2812 -0.1 0.6 0.3
N -1.4323 -0.7537 0.9890 -3.9 -1.6 1.5
C -2.8362 -1.4715 0.9312 1.6 1.1 1.0
C -2.8698 -2.3218 -0.3226 0.1 -0.4 -1.0
C -2.5136 3.3185 0.7197 -0.4 0.0 0.6
C -2.4739 3.8517 -0.5889 -0.3 0.8 -0.4
C -3.1864 4.9985 -0.9202 0.5 -0.8 0.2
H -4.5211 6.5521 -0.2166 0.1 -0.2 0.1
H -4.6191 5.6592 2.1128 0.1 -0.1 -0.2
H -4.0083 3.9664 3.7583 0.1 -0.1 -0.2
H -2.8459 1.8267 4.3359 0.0 0.2 -0.2
H -1.4937 0.6554 2.6135 -0.1 0.5 0.0
H -0.6348 1.9823 -0.7506 0.0 0.1 0.2
H 0.0003 1.2518 0.7550 -0.5 0.2 -0.5
H -2.5480 0.2540 -0.4103 0.5 0.0 0.2
H -1.6753 -0.5660 -2.2853 0.1 -0.1 0.1
H -0.0626 -0.7889 -1.6391 -0.3 -0.2 -0.2
H -1.4073 -2.9806 -1.8588 -0.2 0.1 0.2
H -0.7858 -3.8127 0.4704 0.1 0.0 -0.5
H 0.5401 -2.8985 -0.2633 -0.1 -0.2 -0.2
H -1.0499 -2.3912 2.1286 0.4 0.2 -0.2
H 0.4051 -1.5740 1.6835 -0.3 -0.1 -0.2
H -2.9000 -2.0814 1.8389 -0.3 0.2 -0.2
H -3.6084 -0.6942 0.9367 0.2 -0.2 0.2
H -3.6070 -1.9347 -1.0344 0.0 -0.2 0.1
H -3.1405 -3.3484 -0.0651 -0.1 0.0 -0.2
H -1.8813 3.3487 -1.3527 -0.2 0.2 0.1
H -3.1356 5.3806 -1.9388 -0.1 0.0 0.2
```
Positions in Å, forces in eV/Å.

Partial atomic charges computed with the Löwdin method, in multiples of e: number 1, F, carries 0.0576; number 2, C, carries -0.2150; number 3, C, carries 0.0487; number 4, C, carries -0.0347; number 5, C, carries -0.0065; number 6, C, carries -0.1888; number 7, C, carries 0.0638; number 8, C, carries -0.0607; number 9, C, carries 0.0551; number 10, C, carries -0.2062; number 11, C, carries 0.0500; number 12, C, carries -0.2105; number 13, F, carries 0.0594; number 14, C, carries 0.0452; number 15, C, carries -0.0235; number 16, C, carries 0.0012; number 17, C, carries 0.0784; number 18, H, carries 0.1367; number 19, H, carries 0.1226; number 20, H, carries 0.1263; number 21, H, carries 0.1407; number 22, H, carries 0.1063; number 23, H, carries 0.1169; number 24, H, carries 0.1342; number 25, H, carries 0.1344; number 26, H, carries 0.1261; number 27, H, carries 0.1330; number 28, H, carries 0.1302; number 29, C, carries -0.0745; number 30, C, carries -0.0302; number 31, C, carries -0.1644; number 32, C, carries -0.0285; number 33, C, carries -0.0610; number 34, C, carries -0.0413; number 35, C, carries -0.1510; number 36, C, carries -0.1094; number 37, C, carries -0.3155; number 38, C, carries -0.0970; number 39, C, carries -0.2456; number 40, C, carries -0.1246; number 41, C, carries -0.1821; number 42, N, carries -0.1166; number 43, C, carries -0.1158; number 44, C, carries -0.1295; number 45, C, carries -0.1111; number 46, C, carries -0.0325; number 47, C, carries -0.0736; number 48, H, carries 0.1052; number 49, H, carries 0.1158; number 50, H, carries 0.1134; number 51, H, carries 0.1041; number 52, H, carries 0.1064; number 53, H, carries 0.1137; number 54, H, carries 0.0593; number 55, H, carries 0.1503; number 56, H, carries 0.1321; number 57, H, carries 0.0430; number 58, H, carries 0.1421; number 59, H, carries 0.1250; number 60, H, carries 0.0868; number 61, H, carries 0.1299; number 62, H, carries 0.0804; number 63, H, carries 0.1147; number 64, H, carries 0.1219; number 65, H, carries 0.1210; number 66, H, carries 0.1190; number 67, H, carries 0.0957; number 68, H, carries 0.1037

# 2
C4H10N2O2 | ωB97M-V/def2-TZVPD

Results
Multiplicity: 1
Charge: 0
Orbital gap, eV: 9.691
Energy above the lowest of the compared OMol25 structures with the same formula, charge and spin, kcal per mole: 104.5
HOMO, eV: -8.9
E, eV: -11382.372

Geometry as XYZ:
```
18
Properties=species:S:1:pos:R:3:forces:R:3
C 1.7889 -0.4685 1.0659 -0.5 0.1 0.0
C -1.1045 -0.1610 1.4826 -0.7 -0.2 -0.8
O 0.6959 0.3710 0.7796 0.0 0.0 -0.3
O -1.9731 0.6230 1.7308 0.5 0.4 -0.1
H -0.5984 -0.7169 2.2808 0.2 -0.6 -0.7
H 1.5439 -1.2230 1.8304 -0.1 0.0 0.1
H 2.6288 0.1254 1.4343 0.0 -0.1 0.0
H 2.0777 -1.0230 0.1633 0.1 0.1 -0.1
C -0.4689 1.4036 -1.2512 0.2 0.1 0.4
C -0.0482 0.0063 -0.8637 -1.1 -0.5 -0.2
N -1.2028 -0.7146 -0.0346 1.4 0.6 1.4
N 0.5179 -0.8643 -1.6249 -0.1 0.1 0.5
H -0.9782 -1.7040 -0.1355 -0.1 0.0 -0.1
H -2.1368 -0.4900 -0.3738 0.0 -0.1 0.0
H 0.9345 -0.4466 -2.4494 0.2 0.1 0.2
H -1.2768 1.3746 -1.9855 0.1 -0.1 -0.1
H -0.7962 1.9838 -0.3898 -0.1 -0.1 0.0
H 0.3963 1.9242 -1.6593 0.0 -0.1 -0.1
```
Positions in Å, forces in eV/Å.

Partial atomic charges computed with the Löwdin method, in multiples of e: number 1, C, carries -0.1641; number 2, C, carries -0.2633; number 3, O, carries -0.2763; number 4, O, carries 0.0546; number 5, H, carries 0.1359; number 6, H, carries 0.0710; number 7, H, carries 0.0781; number 8, H, carries 0.0641; number 9, C, carries -0.0187; number 10, C, carries -0.5212; number 11, N, carries 0.1674; number 12, N, carries 0.0776; number 13, H, carries 0.1444; number 14, H, carries 0.1508; number 15, H, carries 0.0471; number 16, H, carries 0.0860; number 17, H, carries 0.0771; number 18, H, carries 0.0895

# 3
B5H20Zr | ωB97M-V/def2-TZVPD

Results
Multiplicity: 1
Charge: -1
Orbital gap, eV: 7.268
HOMO, eV: -8.1
E, eV: -4972.074

Geometry as XYZ:
```
26
Properties=species:S:1:pos:R:3:forces:R:3
Zr 0.0087 0.0425 -0.0173 0.3 0.1 -0.2
B 0.2119 -1.8961 -2.3166 -0.2 -0.3 1.3
H 1.1069 -1.4644 -1.8962 4.2 2.5 2.1
H -0.6450 -1.2436 -2.2524 -4.0 3.6 0.6
H 0.3585 -2.2076 -3.3393 0.6 -0.6 -3.7
H -0.0040 -2.7273 -1.6634 -0.9 -3.2 2.4
B 2.8370 0.7392 0.9511 -0.5 -1.3 -0.6
H 3.6772 1.3295 1.2826 2.8 2.3 1.1
H 2.9557 -0.3246 1.0871 0.5 -4.1 0.9
H 1.9537 1.0618 1.4803 -4.8 1.5 2.6
H 2.6729 0.8378 -0.1108 -0.9 0.7 -4.9
B -2.7245 0.9627 1.1524 -0.2 0.3 -0.4
H -3.1717 1.9169 0.9204 -1.3 3.4 -1.2
H -3.2476 0.4499 1.9447 -1.7 -2.3 2.6
H -2.6481 0.3424 0.2728 0.6 -3.1 -4.3
H -1.7682 1.1324 1.6223 5.3 0.8 1.9
B -0.0568 2.4534 -1.7812 -0.5 -1.0 0.5
H 0.0797 2.6138 -0.7230 0.8 0.7 5.2
H -1.0516 2.0486 -1.8850 -4.3 -1.6 -0.5
H 0.1166 3.3342 -2.3798 0.8 3.0 -1.9
H 0.5866 1.6351 -2.0650 3.3 -4.0 -1.2
B -0.2621 -2.2183 1.9469 0.2 1.2 -1.1
H -0.3777 -3.0233 2.6560 -0.4 -2.8 2.4
H 0.6737 -2.2967 1.4155 4.2 -0.4 -2.6
H -1.0696 -2.2238 1.2313 -3.6 0.2 -3.3
H -0.2121 -1.2742 2.4668 0.0 4.4 2.2
```
Positions in Å, forces in eV/Å.

Partial atomic charges computed with the Löwdin method, in multiples of e: number 1, Zr, carries 1.9823; number 2, B, carries -0.3745; number 3, H, carries -0.0646; number 4, H, carries -0.0655; number 5, H, carries -0.0362; number 6, H, carries -0.0534; number 7, B, carries -0.3758; number 8, H, carries -0.0382; number 9, H, carries -0.0553; number 10, H, carries -0.0737; number 11, H, carries -0.0671; number 12, B, carries -0.3725; number 13, H, carries -0.0470; number 14, H, carries -0.0414; number 15, H, carries -0.0689; number 16, H, carries -0.0774; number 17, B, carries -0.3752; number 18, H, carries -0.0596; number 19, H, carries -0.0489; number 20, H, carries -0.0323; number 21, H, carries -0.0666; number 22, B, carries -0.3891; number 23, H, carries -0.0339; number 24, H, carries -0.0580; number 25, H, carries -0.0524; number 26, H, carries -0.0547